A 6-piece molecular cluster, C2H16NO5 overall in a non-equilibrium geometry, computed with ωB97M-V/def2-TZVPD.

ORCA input file:
```
! wB97M-V def2-TZVPD RIJCOSX def2/J DEFGRID3
* xyz 1 1
O 0.23345 0.23347 -0.00793
O -5.68923 -0.83029 -2.28499
O -1.57663 -0.71170 1.79647
O -0.34600 1.97691 4.47256
O 0.76135 3.56468 0.95474
N 1.77649 -1.43796 -1.45849
C 2.91957 -0.64454 -1.94384
C 1.88347 -2.69262 -1.38210
H 0.74033 0.95223 0.38191
H 2.54590 0.33431 -2.30178
H -5.45024 -1.52240 -2.92691
H -1.19853 2.30404 4.75725
H 1.06220 -3.31426 -1.04298
H 3.53607 -0.29930 -1.12984
H 0.99033 -0.89263 -1.03596
H 3.36342 -1.07068 -2.84046
H -2.36074 -1.13246 1.40080
H -0.09106 2.40757 3.65744
H 1.22569 3.75365 1.77406
H 2.71440 -3.30004 -1.68758
H -5.11939 -0.08366 -2.50305
H -0.15229 3.68700 1.18825
H -1.10416 -1.54978 1.78746
H -0.66441 0.26842 0.37497
*
```

Values from the calculation:
Kohn-Sham gap in Ha: 0.331
Max |F| in eV Å⁻¹: 2.49